No. 1
Computed, not measured: a molecular structure, C22H23N8O5Y, with the ωB97M-V functional and the def2-TZVPD basis.

Positions of all 59 atoms, in Å:
Y 0.01377 -0.65571 -0.40001
O -0.60263 -4.76831 1.15139
C -0.22863 -3.47331 0.98079
O -0.06443 -2.96461 -0.14751
C -0.08593 -2.73131 2.28509
O 0.10477 -1.35221 2.02859
C 1.17427 -0.73841 2.75869
C 2.69367 -0.65611 0.93589
O 3.70377 -1.11731 1.40459
O 2.16867 -0.79421 -0.18531
H -0.61623 -5.22221 0.29739
H 0.76637 -3.15221 2.83749
H -0.98733 -2.88621 2.89879
H 1.88067 -1.51841 3.09389
H 0.74687 -0.24181 3.63509
N -2.56113 1.74649 -0.00801
C -3.08543 0.48029 -0.13381
C -4.48043 0.39129 -0.11231
C -5.11283 -0.82831 -0.22001
C -4.29383 -1.96371 -0.37111
C -2.93803 -1.80251 -0.40251
N -2.27963 -0.61861 -0.26741
C -1.31223 2.30359 -0.15931
C -1.23383 3.69389 -0.03211
C -0.03993 4.34269 -0.24691
C 1.07577 3.56409 -0.60871
C 0.93447 2.20729 -0.69491
N -0.22303 1.53729 -0.45191
H -3.27863 2.44529 0.13659
H -5.06333 1.29729 -0.01891
H -6.18763 -0.91071 -0.20261
H -4.72703 -2.94731 -0.46671
H -2.30283 -2.66581 -0.55791
H -2.12493 4.25119 0.22449
H 0.03457 5.41399 -0.15761
H 2.02777 4.02899 -0.80761
H 1.77217 1.58019 -0.98621
N -0.48813 -3.59671 -4.95331
C -0.27293 -2.40841 -5.58821
N -0.31543 -2.38251 -6.95081
N -0.11823 -1.27551 -4.94941
C -0.10643 -1.10461 -3.69121
N -0.06853 -0.81001 -2.56201
H -0.42273 -4.46521 -5.45451
H -0.38633 -3.60771 -3.95141
H -0.11893 -3.23241 -7.45301
H -0.00663 -1.52001 -7.36921
N 1.83257 0.19259 1.89269
C 2.44667 1.31449 2.46579
C 2.01537 1.89569 3.66059
C 2.66267 2.99839 4.18789
C 3.73917 3.56849 3.53279
C 4.16217 3.01539 2.33579
C 3.52787 1.90789 1.80909
H 1.17277 1.50089 4.20849
H 2.32437 3.40789 5.13189
H 4.25897 4.41109 3.96699
H 5.00147 3.44509 1.80789
H 3.89257 1.47049 0.89389

Its charge is 0. Its total energy is -46389.8105 eV. Its energy relative to the best compared isomer or geometry (same formula, charge and spin) is 105.5 kcal/mol. The calculation puts the LUMO energy (alpha / beta) at -0.4 / -0.4 eV.

The computed Mulliken charges, all in e, follow:
1. Y 1.134
2. O -0.463
3. C 0.567
4. O -0.461
5. C -0.512
6. O -0.329
7. C -0.676
8. C 0.247
9. O -0.672
10. O -0.716
11. H 0.380
12. H 0.449
13. H 0.387
14. H 0.526
15. H 0.191
16. N 0.066
17. C 0.328
18. C -0.704
19. C -0.702
20. C -0.842
21. C -0.609
22. N 0.164
23. C 0.433
24. C -0.610
25. C -0.845
26. C -0.733
27. C -0.433
28. N 0.173
29. H 0.129
30. H 0.336
31. H 0.386
32. H 0.388
33. H 0.548
34. H 0.359
35. H 0.388
36. H 0.432
37. H 0.488
38. N -0.346
39. C 0.515
40. N -0.414
41. N -0.670
42. C 0.823
43. N -0.550
44. H 0.222
45. H 0.153
46. H 0.236
47. H 0.268
48. N 0.757
49. C 0.782
50. C -0.482
51. C -0.862
52. C -0.465
53. C -0.858
54. C -0.178
55. H 0.274
56. H 0.379
57. H 0.396
58. H 0.380
59. H 0.446

No. 2
Computed, not measured: a molecular structure, C49H44AsClF5LaN3O7P2S3Te2, with the ωB97M-V functional and the def2-TZVPD basis.

Positions of all 118 atoms, in Å:
La 1.28478 -0.78662 0.08482
Te -4.10747 2.07775 0.95471
C -4.50384 4.05818 0.25514
C -5.16691 4.26899 -0.94952
C -5.25353 5.55555 -1.46248
N -4.73801 6.63406 -0.86710
C -4.10912 6.42241 0.29205
C -3.97172 5.17627 0.88808
C -2.35561 1.78709 -0.08447
P -2.21823 0.42325 -1.30290
C -3.93908 0.00280 -1.80977
C -4.57732 -0.92804 -0.98558
C -5.88159 -1.32798 -1.21843
C -6.58333 -0.80837 -2.30084
C -5.95126 0.08585 -3.15134
C -4.63599 0.47975 -2.91359
C -1.66576 1.44836 -2.77441
C -2.28445 2.67201 -3.04917
C -1.89098 3.46268 -4.11596
C -0.83818 3.05272 -4.93080
C -0.19824 1.85361 -4.66068
C -0.61374 1.05486 -3.59460
P -0.79406 1.66262 0.86970
C -1.01716 2.72093 2.35952
C -1.51941 2.12902 3.51810
C -1.65516 2.84815 4.69525
C -1.27255 4.18345 4.74002
C -0.75208 4.78272 3.60213
C -0.62225 4.05547 2.42235
C 0.39368 2.69588 -0.13066
C -0.03651 3.85003 -0.91990
C 0.79960 4.84512 -1.25340
C 2.13327 4.91981 -0.67945
C 2.53818 4.02563 0.23875
C 1.77167 2.81357 0.55948
H -5.59905 3.43550 -1.49197
H -5.75926 5.73150 -2.40779
H -3.68390 7.30151 0.76795
H -3.43548 5.07775 1.82560
H -4.02296 -1.35774 -0.15631
H -6.35152 -2.04792 -0.55860
H -7.60789 -1.10956 -2.48606
H -6.47943 0.48256 -4.01111
H -4.15651 1.15927 -3.60564
H -3.07471 3.01439 -2.38555
H -2.39432 4.40513 -4.30320
H -0.51761 3.66903 -5.76319
H 0.63327 1.52618 -5.27424
H -0.09949 0.11998 -3.40702
H -1.79301 1.07960 3.50058
H -2.05292 2.36574 5.58018
H -1.36655 4.74798 5.66055
H -0.44143 5.82109 3.62742
H -0.21392 4.54030 1.54312
H -1.08398 3.87611 -1.19671
H 0.44629 5.66319 -1.87071
H 2.75852 5.77439 -0.91304
H 3.46273 4.18715 0.78425
H 1.87324 2.43135 1.57044
O -1.80544 -1.97391 -3.11021
Cl -0.80503 -2.60908 -2.30055
O 0.00466 -3.49307 -3.08955
O 0.08034 -1.52374 -1.73936
O -1.42021 -3.30675 -1.20349
O 3.86280 -3.79602 -0.58052
S 2.55225 -3.64728 -1.19783
O 2.51154 -2.49733 -2.15379
N 1.32648 -3.46250 -0.26912
C 1.08535 -4.10085 0.93299
C 1.70088 -5.25479 1.35978
C 1.32927 -5.88196 2.56846
C 0.32048 -5.38982 3.33852
C -0.32951 -4.19214 2.94342
C -1.39175 -3.62562 3.68725
C -1.96119 -2.45560 3.28824
C -1.42586 -1.79622 2.16120
N -0.44042 -2.28294 1.45356
C 0.07631 -3.50749 1.78266
C 2.36776 -5.15177 -2.11307
C 3.44850 -5.58196 -2.87445
C 3.37510 -6.80938 -3.51306
C 2.23448 -7.59491 -3.38115
C 1.15817 -7.14579 -2.62902
C 1.21909 -5.91464 -1.98851
H 2.49737 -5.67572 0.76089
H 1.85548 -6.77828 2.87634
H 0.01389 -5.88306 4.25351
H -1.74519 -4.14326 4.57301
H -2.78410 -2.00738 3.82950
H -1.81266 -0.83136 1.84552
H 4.32892 -4.95691 -2.95352
H 4.20915 -7.15672 -4.11021
H 2.18549 -8.56087 -3.87040
H 0.26304 -7.74944 -2.54391
H 0.38548 -5.53188 -1.41345
C 4.17130 -0.71849 4.80562
As 3.85410 -0.06293 3.00154
C 4.59405 1.70516 3.14340
C 5.29152 -1.07309 2.23137
S 1.71541 0.11305 3.02252
H 5.22939 -0.66594 5.06861
H 3.83551 -1.75494 4.84257
H 3.57177 -0.13447 5.50061
H 5.55597 1.65202 3.65548
H 3.89502 2.31855 3.70730
H 4.72232 2.10198 2.13756
H 6.16795 -0.74226 2.79112
H 5.44304 -0.88076 1.18459
H 5.09994 -2.13131 2.38790
S 2.55584 1.73820 -1.82633
C 1.55767 1.73666 -0.49361
F 4.66405 -1.34089 -2.99826
Te 4.24056 -1.06034 -1.19302
F 3.71993 0.56796 0.42432
F 5.34374 0.43244 -1.46381
F 5.95175 -1.87835 -0.98872
F 2.82090 -1.94661 1.20381
O 2.71959 0.20270 -2.11824

Its charge is -2. Its total energy is -223803.6967 eV. Its spin multiplicity is 2. The calculation puts the LUMO energy (alpha / beta) at 3.7 / 2.9 eV.

These are the Mulliken partial charges, in e, on atoms 1 to 99:
1. La 1.878
2. Te 0.171
3. C -0.060
4. C -0.119
5. C -0.329
6. N -0.685
7. C -0.444
8. C -0.067
9. C -1.197
10. P 0.672
11. C 0.881
12. C -0.651
13. C -0.644
14. C -0.524
15. C -0.776
16. C -0.651
17. C 0.699
18. C -0.677
19. C -0.540
20. C -0.775
21. C -0.618
22. C -0.482
23. P 0.284
24. C 0.770
25. C -0.155
26. C -0.626
27. C -0.676
28. C -0.795
29. C -0.150
30. C 2.315
31. C -0.766
32. C -1.038
33. C -1.002
34. C -1.457
35. C 0.117
36. H 0.341
37. H 0.367
38. H 0.363
39. H 0.367
40. H 0.333
41. H 0.405
42. H 0.343
43. H 0.397
44. H 0.395
45. H 0.428
46. H 0.423
47. H 0.341
48. H 0.446
49. H 0.266
50. H 0.176
51. H 0.415
52. H 0.360
53. H 0.426
54. H 0.214
55. H 0.292
56. H 0.398
57. H 0.388
58. H 0.394
59. H 0.338
60. O -0.642
61. Cl 2.279
62. O -0.723
63. O -0.925
64. O -0.731
65. O -0.715
66. S 1.147
67. O -0.729
68. N 0.770
69. C -0.735
70. C -0.298
71. C -1.003
72. C -0.949
73. C 1.406
74. C -1.087
75. C -1.408
76. C -0.653
77. N 0.984
78. C -0.564
79. C -0.066
80. C -0.729
81. C -0.715
82. C -0.449
83. C -0.922
84. C 0.188
85. H 0.587
86. H 0.393
87. H 0.371
88. H 0.372
89. H 0.537
90. H 0.633
91. H 0.497
92. H 0.391
93. H 0.359
94. H 0.407
95. H 0.356
96. C -1.352
97. As 1.326
98. C -1.200
99. C -1.193

No. 3
Computed, not measured: a gas-phase ion, C7H12N3 (charge +1), with the ωB97M-V functional and the def2-TZVPD basis.

Positions of all 22 atoms, in Å:
C 0.52706 -0.85692 2.14992
C 0.07212 -0.10213 1.12227
C 0.81126 -2.09548 0.35177
C -0.54957 1.20839 0.97402
C 0.67050 -3.21070 -0.62505
C -1.01663 3.02512 -0.92175
C -0.11164 1.99158 -0.18051
N -1.24311 1.64500 1.91452
N 0.94468 -2.04633 1.71708
N 0.23864 -0.92887 0.01431
H 0.66654 -0.59700 3.17089
H 0.29710 -2.68901 -1.54712
H 1.62273 -3.78994 -0.91309
H 0.06689 -3.97926 -0.19211
H -1.64317 2.48941 -1.57655
H -0.30922 3.64034 -1.40642
H -1.62658 3.65811 -0.17256
H 0.73323 2.52352 0.25070
H 0.42742 1.32514 -0.91961
H -1.65886 2.54811 1.75643
H 1.48864 -2.64299 2.44209
H 0.17319 -0.54119 -0.92995

The SMILES is [H]/N=C(\CC)c1c[nH]c(C)[nH+]1. Its charge is +1. Its total energy is -11916.7675 eV. Its energy relative to the best compared isomer or geometry (same formula, charge and spin) is 40.9 kcal/mol. The calculation puts the LUMO energy at -3.4 eV.

The computed Mulliken charges, all in e, follow:
1. C -0.399
2. C 0.290
3. C 0.223
4. C 0.404
5. C -0.916
6. C -1.094
7. C -0.561
8. N -0.631
9. N -0.069
10. N -0.035
11. H 0.470
12. H 0.251
13. H 0.331
14. H 0.304
15. H 0.322
16. H 0.333
17. H 0.303
18. H 0.323
19. H 0.216
20. H 0.259
21. H 0.348
22. H 0.328

- Among the records above, which one has the highest charge?
  C7H12N3

- Which formula does entry 3 have?
  C7H12N3